Below is C27H68AlF3IO12 as an isolated structure, with properties calculated with ωB97M-V/def2-TZVPD.

* energy: -2811.813737 Eh
* total charge: -1

Atoms and positions in Å:
1 H -2.998 -1.298 2.505
2 H 4.288 -0.525 -3.664
3 O 0.233 1.915 -1.593
4 C -2.132 -4.392 -2.926
5 C -2.292 -1.588 -3.061
6 H 1.531 -1.699 1.985
7 O 3.277 2.273 -5.917
8 H -0.556 1.429 -3.442
9 C 1.966 2.582 -6.377
10 H -2.329 -4.417 -5.154
11 H 3.122 0.809 -3.825
12 C -2.558 -1.357 9.961
13 I 3.584 -2.617 -1.543
14 C -1.589 0.710 6.524
15 F 1.376 -3.375 4.007
16 H 3.629 3.071 -5.506
17 F -0.978 -3.671 5.796
18 H -0.031 0.224 5.478
19 H -3.532 -1.829 9.836
20 C -0.275 2.975 8.886
21 H -4.197 -4.043 8.111
22 O -3.993 -4.343 6.076
23 H 3.521 6.425 -6.716
24 H -0.050 1.802 10.418
25 H 4.664 5.821 -8.621
26 H -0.647 -3.656 0.860
27 O -0.254 1.682 9.484
28 C 4.139 5.099 -7.990
29 O 3.104 5.751 -7.263
30 H -1.413 1.786 6.443
31 H -2.904 -7.877 -7.506
32 H -3.345 -0.785 -5.445
33 H 5.653 0.955 -2.548
34 H -0.759 3.135 -2.938
35 H 0.580 9.758 -2.083
36 H 1.289 5.516 -0.300
37 O -0.976 0.040 5.431
38 H -4.435 -2.595 7.085
39 H -1.045 3.588 9.361
40 C 0.220 5.352 -0.422
41 H 0.002 4.287 -0.314
42 C -4.606 -3.673 7.165
43 H -1.549 -6.449 -6.311
44 C 4.177 0.559 -3.751
45 C -2.063 -1.269 -0.481
46 C -2.359 -2.342 -4.295
47 H -1.730 1.852 -2.174
48 C -2.007 -1.752 2.787
49 H 1.111 -1.485 -2.122
50 H 8.812 -1.690 -0.693
51 C 7.739 -1.852 -0.787
52 H 6.374 -1.561 -2.132
53 H 1.541 1.697 -6.847
54 H 7.219 -1.285 -0.011
55 H 0.618 -0.174 1.779
56 C 0.185 -4.006 3.765
57 H -2.366 -0.481 -3.122
58 H 1.340 2.878 -5.531
59 C 1.520 -1.940 -1.182
60 H -2.460 -6.408 -8.426
61 H -2.660 0.518 6.495
62 H 0.971 -2.858 -0.877
63 C -0.757 2.094 -2.598
64 H -2.789 -3.845 3.200
65 F 0.154 -5.094 2.948
66 H -0.503 2.866 7.830
67 H -1.455 -0.974 3.405
68 H -1.113 5.637 -1.805
69 Al -0.959 -2.102 1.063
70 C -2.087 -3.649 -1.682
71 C -2.148 -2.200 -1.749
72 H -0.376 8.259 -2.097
73 C 0.047 9.032 -1.462
74 C 0.853 -1.158 1.269
75 O -2.480 -6.204 -6.368
76 H 0.702 3.450 8.998
77 C 1.549 -0.791 -0.098
78 H -3.076 -0.929 -0.145
79 O -2.706 0.044 9.781
80 C -2.999 -6.789 -7.554
81 H -2.076 -5.499 -2.876
82 H -1.180 0.336 7.465
83 C -2.551 -1.554 -5.625
84 H 0.737 8.573 -0.749
85 H 4.696 0.917 -4.639
86 H -2.916 -2.274 -6.395
87 H 4.842 4.636 -7.293
88 H -1.639 -1.001 -5.956
89 H -3.047 -4.154 6.122
90 H 1.084 2.134 -1.990
91 H 2.635 -0.589 0.129
92 H -4.052 -6.525 -7.639
93 C -2.271 -3.787 -4.238
94 O -1.011 9.680 -0.761
95 H -0.323 5.923 0.336
96 C -2.236 -3.009 3.710
97 H -0.614 10.358 -0.205
98 O 7.325 -1.408 -2.072
99 H -2.183 -1.568 10.967
100 H 3.697 4.328 -8.618
101 H -1.866 -1.758 9.215
102 H -5.677 -3.869 7.137
103 H 1.147 0.175 -0.492
104 H 7.525 -2.918 -0.674
105 H -2.008 -4.189 -0.721
106 C -0.963 -3.565 4.379
107 H -2.905 -2.673 4.554
108 H -1.453 -0.379 -0.820
109 O 4.719 1.191 -2.592
110 H 2.012 3.392 -7.108
111 H -1.833 0.443 9.896
112 O -0.166 5.793 -1.722

Forces on atoms 1 to 2 (eV/Å):
0.64 -0.51 0.44
-0.16 0.01 -0.14

---

Below is C27H68AsBa2F6NO18P4 as an isolated structure, with properties calculated with ωB97M-V/def2-TZVPD.

* energy: -6730.136245 Eh
* total charge: +2
* ΔE to the lowest compared entry with this formula, charge and spin: 572.0 kJ/mol

Atoms and positions in Å:
1 H -4.425 -4.893 -5.019
2 H -0.774 8.422 -1.802
3 H -3.925 -2.585 -9.890
4 H 4.426 1.518 7.182
5 H 1.908 3.265 -1.421
6 H -0.443 -0.516 -3.868
7 As 0.140 0.258 -0.252
8 H 7.297 5.043 4.690
9 C 3.122 -4.816 2.773
10 C -0.764 -1.200 -4.655
11 H 6.089 4.685 2.490
12 H 5.700 0.973 3.732
13 C 1.845 -3.386 1.063
14 P -3.334 -3.957 1.845
15 H -7.661 -4.851 0.987
16 N 2.340 -3.585 2.505
17 C 1.552 -3.173 3.513
18 O 4.463 2.495 2.309
19 H 2.382 8.159 3.976
20 H -2.453 -5.737 4.354
21 O 1.404 7.283 0.819
22 H -4.227 -6.524 -5.694
23 H 2.988 6.647 1.890
24 H -4.056 -7.527 4.075
25 O -2.774 -4.391 0.408
26 C -3.054 -3.735 -1.808
27 H -1.385 -3.648 -0.724
28 H 1.930 9.133 2.582
29 C 5.210 0.296 3.032
30 O 3.932 2.546 4.868
31 F 0.481 1.916 0.427
32 H -0.539 7.774 -3.902
33 H 1.358 -4.289 0.695
34 H 3.439 2.559 -1.050
35 F -1.509 0.874 -0.774
36 H 0.618 6.562 -3.625
37 O -3.541 -3.122 -8.059
38 C -3.698 -5.640 -5.337
39 H 3.167 0.909 2.400
40 O -0.094 6.755 -1.168
41 C 3.409 1.875 7.023
42 H 4.232 0.931 1.038
43 H -1.700 -6.101 2.746
44 O 0.136 5.053 0.681
45 H -3.753 -0.174 -9.643
46 H 6.180 3.646 4.790
47 H -2.363 -2.388 -0.252
48 O -4.493 -2.386 -5.687
49 H -3.893 -0.248 -7.844
50 Ba -1.638 -0.805 3.838
51 H 1.911 -3.671 4.428
52 H -2.508 -3.346 -2.668
53 P -3.285 -2.756 -6.478
54 O -3.660 -5.403 2.561
55 H -3.502 -7.920 2.471
56 H 3.364 3.820 -2.326
57 O 4.163 4.816 3.472
58 H -2.846 1.197 1.409
59 C 1.945 6.896 2.088
60 H 3.937 -4.805 2.050
61 H -2.454 -8.344 3.698
62 H 2.743 1.126 7.452
63 H -1.885 -6.105 -6.383
64 C -2.614 -6.103 3.340
65 H -3.294 -5.330 -7.274
66 H -3.328 -5.824 -4.328
67 H 3.387 -5.057 3.803
68 C 6.255 4.725 4.660
69 H 5.735 6.206 3.289
70 O -2.339 -4.047 -6.035
71 H 4.510 -0.261 3.655
72 H -2.907 -0.707 -4.928
73 H 0.110 -1.456 -5.255
74 H -1.829 0.166 -5.853
75 O -2.465 -3.085 2.661
76 O -2.510 1.351 2.314
77 H -6.024 -3.353 -0.072
78 F -0.493 -0.337 1.336
79 H -6.504 -5.186 2.323
80 H 2.671 -3.154 0.392
81 H 2.535 -5.624 2.336
82 H -0.823 -2.163 -4.148
83 H 3.208 2.800 7.562
84 P 3.615 3.355 3.424
85 O -2.163 -1.653 -6.547
86 C 5.552 5.132 3.327
87 C 4.199 1.109 2.113
88 C 2.965 4.651 -0.500
89 H 1.053 -2.653 0.909
90 C -2.434 -3.445 -0.508
91 F 1.799 -0.316 0.236
92 C -1.963 -0.840 -5.457
93 H 2.622 4.276 0.464
94 H 1.899 2.478 5.582
95 H 1.550 6.025 2.610
96 H -4.040 -3.276 -1.888
97 C 2.875 1.994 5.580
98 C -6.861 -4.445 1.607
99 C 0.162 7.873 -1.906
100 H -5.189 -2.210 -8.776
101 P 0.858 6.085 -0.068
102 F 0.792 0.748 -1.887
103 O 2.074 3.370 3.122
104 C 2.972 3.492 -1.363
105 C -3.168 -7.561 3.444
106 C 1.821 8.150 3.041
107 Ba -0.442 3.124 2.517
108 C -5.726 -4.048 0.714
109 H 3.992 5.014 -0.477
110 O -4.710 -3.214 1.499
111 H 0.975 8.376 -3.832
112 H 0.910 8.507 -1.429
113 C -2.684 -5.364 -6.371
114 H -2.455 -0.792 -8.643
115 H -7.451 -3.780 2.238
116 H -5.279 -4.951 0.297
117 O 2.126 5.662 -1.015
118 C 0.387 7.592 -3.355
119 O 0.682 -2.320 3.437
120 H 0.773 8.232 3.330
121 C -4.108 -2.152 -8.906
122 H 5.788 5.181 5.533
123 H 5.889 -0.412 2.558
124 F -0.249 -1.382 -0.934
125 H -3.174 -4.806 -1.967
126 C -3.540 -0.752 -8.744
127 H 2.849 0.980 5.180

Forces on atoms 1 to 2 (eV/Å):
-0.09 0.53 -1.36
0.10 0.46 -0.17

---

Below is a 6-piece molecular cluster, C27H68B2N7O9 overall, with properties calculated with ωB97M-V/def2-TZVPD.

* energy: -2179.768005 Eh
* total charge: -1

Atoms and positions in Å:
1 H -7.941 -1.634 -6.737
2 N 0.802 0.440 1.605
3 H -2.356 -0.745 -0.825
4 H 1.599 3.659 3.617
5 H -3.709 0.459 10.162
6 H 4.831 1.960 0.761
7 O 4.937 0.480 -5.578
8 H 3.493 -2.245 -5.051
9 H 0.901 -3.008 3.624
10 H -3.903 -2.755 -6.889
11 C 3.783 0.401 -6.391
12 H 3.321 4.491 0.024
13 H 2.489 -1.129 5.077
14 H 6.081 3.640 -0.301
15 O -4.734 -1.147 -5.855
16 C 0.566 -0.056 10.165
17 H 2.098 1.004 -4.381
18 H -2.916 -2.015 -5.614
19 H 0.011 -2.704 5.105
20 H -2.537 -2.624 -2.267
21 H 2.279 2.794 -2.019
22 B -0.754 1.046 4.543
23 H 1.852 -2.400 -5.641
24 N -0.427 -0.989 -1.544
25 C 4.961 3.945 -2.083
26 H 5.808 -1.101 -6.613
27 H 3.173 1.256 -2.208
28 H 4.456 4.478 1.155
29 C -5.871 -1.169 -6.691
30 H 4.044 0.013 -7.385
31 H -7.937 -3.892 -6.022
32 H -3.424 -1.331 -3.083
33 H -6.151 -0.121 -6.822
34 H 1.731 -0.153 -6.382
35 H -1.283 -1.305 2.330
36 C -2.015 0.814 -2.226
37 C -3.927 -2.311 -5.889
38 H -1.395 1.341 5.543
39 C 0.754 -2.289 4.429
40 H -0.941 2.041 7.848
41 H 3.135 -0.786 2.387
42 C 0.259 0.542 8.793
43 N 4.318 4.636 0.161
44 H 0.109 -0.731 -2.371
45 C -7.084 -1.913 -6.116
46 H -0.851 2.244 9.601
47 H 0.037 -0.130 6.882
48 H 1.128 1.137 8.495
49 C 0.286 -0.976 3.830
50 N 2.336 0.016 -4.402
51 H 1.139 1.343 1.928
52 H -7.587 -0.517 -4.714
53 H 1.569 -0.483 10.169
54 H -0.654 3.029 3.238
55 H 1.312 0.270 0.741
56 C 2.073 -2.122 5.206
57 H 3.180 -2.229 -6.793
58 H 1.876 -2.237 6.268
59 B 1.188 -0.606 2.545
60 H 6.793 -0.308 -5.369
61 H -3.063 1.020 -2.485
62 C -2.618 0.477 10.154
63 H 5.328 3.120 -2.699
64 H -6.305 -3.814 -5.387
65 C -1.831 -0.643 -1.778
66 H -2.266 -0.529 10.403
67 H 5.574 4.822 -2.292
68 C 1.204 2.767 4.094
69 O -1.569 0.358 3.470
70 C 2.531 1.841 -1.546
71 H -1.804 -1.796 -3.626
72 C -1.182 -0.924 3.350
73 O -3.943 -2.815 3.132
74 C 2.804 -1.901 -5.821
75 C -3.019 -2.327 3.657
76 C 5.788 -0.649 -5.617
77 O 0.304 0.033 4.813
78 O -2.209 0.870 8.866
79 C 4.531 2.191 -0.265
80 H -4.268 -3.050 -5.161
81 H 2.801 -2.879 4.928
82 H 5.496 -1.400 -4.880
83 C -0.064 2.394 3.899
84 O 2.355 -1.333 2.277
85 C -0.942 1.499 8.795
86 H -0.060 -0.399 -0.802
87 H 5.005 1.442 -0.915
88 O -1.167 1.223 -3.288
89 O 3.130 2.039 -0.284
90 C 2.615 -0.388 -5.781
91 H 3.945 4.182 -2.398
92 H -6.535 -1.611 -4.192
93 N -7.386 -1.513 -4.740
94 H 3.213 -0.039 -3.891
95 N -2.084 -1.829 4.231
96 C -2.434 -1.652 -2.749
97 C -6.960 -3.433 -6.170
98 H -1.761 1.458 -1.382
99 H 1.871 2.215 4.745
100 H -6.572 -3.765 -7.135
101 N 0.117 -0.535 7.817
102 C -1.599 0.848 -4.581
103 H 1.600 1.297 -1.390
104 H -0.785 -0.976 7.975
105 H 3.457 1.435 -6.525
106 H -2.690 0.868 -4.669
107 H 0.517 0.701 10.953
108 H -2.274 1.181 10.920
109 H -0.125 -0.860 10.419
110 H -1.178 1.561 -5.292
111 H -5.605 -1.558 -7.684
112 C 5.028 3.603 -0.597
113 H -1.226 -0.146 -4.845

Forces on atoms 1 to 2 (eV/Å):
0.02 0.06 -0.03
0.77 -0.32 -0.39

---

Respective F_max values: 0.0484, 0.1031, 0.0205 hartree/bohr.
Respective HOMO level values: -4.7336, -12.6481, -4.6660 eV.
Respective gap between HOMO and LUMO values: 0.242, 0.241, 0.242 hartree.